# C4H13NO3

A cluster of 3 separate species, C4H13NO3 in total at a distorted geometry (wB97M-V/def2-TZVPD, OMol25).

HOMO-LUMO gap: 9.501 eV
HOMO: -0.33357 hartree
Lowest unoccupied orbital energy: 0.424 eV
Structure (SMILES): CCN(C)C=O.O.O

Last column: natural (NBO) charge in e.
Positions of all 21 atoms, in Å:
C (1.7238, -1.8493, 1.0443)  0.51
N (0.4838, -1.8607, 0.5287)  -0.43
C (0.1954, -1.4491, -0.8849)  -0.21
C (1.2153, -0.6226, -1.5739)  -0.65
C (-0.6669, -1.9163, 1.3851)  -0.43
O (1.9134, -2.0289, 2.2464)  -0.64
H (2.5625, -1.8481, 0.3525)  0.13
H (-0.0784, -2.4130, -1.3502)  0.19
H (-0.7970, -0.9977, -0.8416)  0.22
H (1.4342, 0.2553, -0.9414)  0.21
H (0.7126, -0.1443, -2.4274)  0.23
H (2.2297, -0.9256, -1.8028)  0.22
H (-1.4424, -1.1883, 1.0913)  0.19
H (-0.4953, -1.7374, 2.4455)  0.24
H (-1.1625, -2.8851, 1.4657)  0.20
H (-0.6438, 5.4599, 1.3909)  0.47
H (-1.9173, 5.0158, 0.7382)  0.47
O (-0.9472, 5.0585, 0.5759)  -0.94
H (-1.5242, 1.9062, -0.4030)  0.47
H (-1.1096, 2.4306, -1.7156)  0.47
O (-1.6861, 1.7403, -1.3237)  -0.94

# C5H12ClNO2Si

A cluster of 2 separate species, C5H12ClNO2Si in total at a distorted geometry (wB97M-V/def2-TZVPD, OMol25).

HOMO-LUMO gap (alpha / beta): 8.869 / 8.870 eV
HOMO (alpha / beta): -0.34843 / -0.34846 hartree
Lowest unoccupied orbital energy (alpha / beta): -0.613 / -0.612 eV

Last column: natural (NBO) charge in e.
Positions of all 22 atoms, in Å:
C (-0.3363, -1.9323, -1.9355)  -1.08
C (2.1945, -0.1656, -0.6274)  -1.11
C (0.0830, -1.8240, 0.9842)  -1.13
C (-0.5184, 1.7472, 1.5353)  -0.26
C (-0.7636, 0.7022, -0.5062)  -0.60
N (-1.3054, 2.8493, 1.3160)  0.46
O (-2.4475, 2.9307, 1.7173)  -0.40
O (-0.7417, 3.6778, 0.5781)  -0.43
Si (0.4102, -0.8195, -0.5588)  1.60
Cl (-0.5420, 1.8633, -1.6519)  0.12
H (0.4074, -2.8144, -1.8970)  0.24
H (-1.2032, -2.3564, -1.5602)  0.23
H (-0.5665, -1.3487, -2.8618)  0.25
H (3.0192, -0.7133, -0.0700)  0.25
H (2.5246, -0.1236, -1.6646)  0.25
H (2.2651, 0.8182, -0.3074)  0.25
H (0.6351, -1.4703, 1.8606)  0.24
H (-0.9969, -1.8156, 1.2742)  0.25
H (0.1898, -2.8965, 0.7909)  0.25
H (-0.9021, 1.1089, 2.3001)  0.20
H (0.4326, 2.0819, 1.6215)  0.21
H (-1.8379, 0.5005, -0.3372)  0.23

# C10H12N

A cluster of 2 separate species, C10H12N in total at a distorted geometry (wB97M-V/def2-TZVPD, OMol25).

Total charge: +1
HOMO-LUMO gap: 7.167 eV
HOMO: -0.49639 hartree
Lowest unoccupied orbital energy: -6.341 eV

Last column: natural (NBO) charge in e.
Positions of all 23 atoms, in Å:
C (2.6793, 1.7684, 0.2779)  0.02
C (1.7841, 1.1518, -0.2191)  -0.12
C (-2.9923, -0.0628, 0.5789)  -0.06
C (-2.3510, 1.1762, 0.5542)  -0.23
C (-2.4179, -1.1704, -0.0523)  -0.22
C (-1.0297, 1.2894, 0.1110)  -0.07
C (-1.1853, -1.0056, -0.6757)  -0.06
C (-0.4083, 0.1815, -0.5801)  -0.14
C (1.6179, -0.5939, -1.8897)  -0.71
C (0.9767, 0.2465, -0.8794)  0.29
N (1.0240, -0.8275, 1.7600)  -1.07
H (3.2056, 2.6244, 0.5683)  0.26
H (-3.8299, -0.2737, 1.1294)  0.23
H (-2.7803, 2.2272, 0.9439)  0.26
H (-2.9474, -2.0796, 0.2171)  0.25
H (-0.5222, 2.2643, 0.1038)  0.23
H (-0.4969, -1.7114, -0.9910)  0.21
H (1.6180, -0.0359, -2.8751)  0.31
H (1.2401, -1.6062, -2.2500)  0.28
H (2.6499, -0.6393, -1.6421)  0.26
H (1.5955, -1.2810, 1.1029)  0.34
H (0.9056, -1.4498, 2.6234)  0.38
H (1.6645, -0.1928, 2.0836)  0.35

# C2H3NP2

The molecule C2H3NP2 at a distorted geometry (wB97M-V/def2-TZVPD, OMol25).

HOMO-LUMO gap (alpha / beta): 7.093 / 7.093 eV
HOMO (alpha / beta): -0.29520 / -0.29520 hartree
Lowest unoccupied orbital energy (alpha / beta): -0.939 / -0.940 eV

Last column: natural (NBO) charge in e.
Positions of all 8 atoms, in Å:
C (-1.4257, 0.0011, 0.1091)  -0.53
C (1.2949, -0.9652, -0.0420)  -0.25
N (0.1837, -1.5692, -0.0698)  -0.31
P (1.6850, 0.8953, 0.0805)  0.01
P (-0.3636, 1.2330, -0.2397)  0.56
H (-2.4491, -0.4084, 0.0700)  0.24
H (2.1304, -1.5154, -0.2131)  0.22
H (-1.0556, 2.3287, 0.3050)  0.06